Entry 1:
DFT (ωB97M-V/def2-TZVPD) results for C42H38AuBrN2O2P2 as an isolated structure.

Each line ends with the Mulliken charge.
Element x y z (Å)
1 Au 0.32146 0.26767 0.41413  1.4358
2 O 4.45323 -0.17047 3.59487  -0.5886
3 C 3.29281 -0.00684 4.30504  1.0024
4 C 3.17877 -0.47058 5.60860  -0.6834
5 C 2.02623 -0.22465 6.33471  -0.6583
6 C 0.98755 0.49413 5.76128  -0.8340
7 C 1.11013 0.94082 4.45506  0.1728
8 C 2.24230 0.67924 3.69349  -0.5523
9 C 2.34870 1.19159 2.26453  0.3023
10 O 1.09904 1.57084 1.76014  -0.7583
11 N 2.95850 0.12311 1.42486  -0.0883
12 N 2.42077 -0.02747 0.18804  -0.6496
13 C 3.16219 -0.10615 -0.85046  -0.5568
14 C 2.62933 -0.33575 -2.19581  -0.0933
15 Br 1.73897 -1.98521 -2.45557  0.0164
16 C 2.77618 0.57290 -3.16068  -0.3810
17 C 2.24453 0.55694 -4.52982  0.2847
18 C 2.34634 -0.55155 -5.36854  -0.2646
19 C 1.81522 -0.50440 -6.64753  -0.7904
20 C 1.17225 0.64089 -7.09721  -0.4822
21 C 1.08149 1.75447 -6.27310  -0.6432
22 C 1.62729 1.71764 -5.00030  -0.3541
23 H 5.12101 -0.58401 4.15488  0.3546
24 H 4.00785 -1.00321 6.06117  0.3534
25 H 1.95407 -0.57447 7.35577  0.4384
26 H 0.09746 0.71823 6.33324  0.4436
27 H 0.31238 1.50902 4.00189  0.4173
28 H 2.98994 2.08039 2.21267  0.3819
29 H 3.96944 0.06172 1.46786  0.3123
30 H 4.22998 0.07937 -0.73729  0.5206
31 H 3.30189 1.47990 -2.86805  0.4738
32 H 2.86617 -1.43955 -5.03652  0.5675
33 H 1.91623 -1.36078 -7.30041  0.4348
34 H 0.76624 0.67434 -8.09927  0.4277
35 H 0.60960 2.65968 -6.63205  0.4573
36 H 1.58492 2.59855 -4.36945  0.4257
37 C -2.63638 0.24418 1.61523  -1.0479
38 C -2.67692 -1.11374 0.91236  -1.6402
39 P -1.02993 -1.62605 0.25998  1.6312
40 C -0.12795 -2.39520 1.62001  0.1792
41 C 1.08419 -3.03613 1.34915  -0.0912
42 C 1.84248 -3.54081 2.39005  -0.7415
43 C 1.40707 -3.40418 3.70214  -0.6994
44 C 0.20574 -2.76845 3.97792  -0.7464
45 C -0.56367 -2.26660 2.94099  -0.6512
46 C -1.36011 -2.77130 -1.06582  0.6253
47 C -1.52519 -2.34088 -2.38062  -0.2798
48 C -1.88772 -3.25423 -3.35529  -0.6869
49 C -2.09011 -4.58742 -3.01824  -0.6223
50 C -1.93562 -5.01407 -1.70679  -0.7805
51 C -1.56855 -4.10993 -0.72364  -0.7595
52 P -1.67221 1.34258 0.54427  0.6209
53 C -2.39850 1.36485 -1.09402  0.5322
54 C -1.59442 1.31971 -2.23187  -0.5703
55 C -2.17583 1.37880 -3.48908  -0.4176
56 C -3.55552 1.47273 -3.60866  -0.6010
57 C -4.35920 1.52691 -2.47598  -0.8333
58 C -3.78412 1.48195 -1.21625  -0.3396
59 C -1.52155 2.99081 1.16457  1.1110
60 C -1.35833 3.20248 2.53669  -0.3266
61 C -1.28256 4.49423 3.02157  -0.6769
62 C -1.35565 5.56825 2.14226  -0.6708
63 C -1.50625 5.35942 0.77785  -0.7146
64 C -1.58985 4.07063 0.28074  -0.8905
65 H -2.09909 0.18766 2.56440  0.3485
66 H -3.62573 0.65711 1.81848  0.7420
67 H -3.34292 -1.08380 0.04835  0.6221
68 H -3.03409 -1.90996 1.56810  0.8419
69 H 1.43408 -3.13868 0.33037  0.3800
70 H 2.77684 -4.04225 2.17678  0.4790
71 H 2.00240 -3.80065 4.51363  0.4276
72 H -0.13256 -2.66103 4.99908  0.4984
73 H -1.49830 -1.77676 3.17858  0.2306
74 H -1.37008 -1.30248 -2.64269  0.5980
75 H -2.00766 -2.92777 -4.37940  0.5037
76 H -2.36869 -5.29944 -3.78342  0.4266
77 H -2.09576 -6.05209 -1.44969  0.4603
78 H -1.43146 -4.44856 0.29644  0.4674
79 H -0.51456 1.24515 -2.15155  0.4471
80 H -1.54654 1.34829 -4.36960  0.5540
81 H -4.01022 1.50945 -4.58958  0.4631
82 H -5.43252 1.61337 -2.57455  0.4536
83 H -4.41756 1.54695 -0.33886  0.4705
84 H -1.28812 2.36657 3.21710  0.1099
85 H -1.16425 4.66736 4.08226  0.4781
86 H -1.29801 6.57808 2.52593  0.4160
87 H -1.56434 6.20137 0.10218  0.4667
88 H -1.71467 3.90721 -0.78197  0.3579

For the energy above the lowest of the compared OMol25 structures with the same formula, charge and spin, the calculation gives 0.950 eV. The LUMO energy is -0.252 Eh. Its spin multiplicity is 1. As for the HOMO energy: -13.06 eV. The total energy is -5275.131167 a.u. The net charge is +2.

***

Entry 2:
DFT (ωB97M-V/def2-TZVPD) results for a 4-piece molecular cluster, C39H68F8IN2O13PS overall at a distorted geometry.

Each line ends with the Mulliken charge.
Element x y z (Å)
1 C 1.86923 -4.06796 5.91544  -1.7478
2 C 0.42681 -4.18599 5.41751  -0.2532
3 C -0.30403 -3.00421 4.77853  -0.8918
4 I 0.50715 -1.11985 5.67730  -0.0693
5 N -0.38689 -2.97905 3.35981  1.8398
6 C 0.44711 -3.85895 2.59970  -2.2278
7 O 1.82602 -3.59327 2.93686  -0.1361
8 C 2.67450 -4.59070 2.63552  0.8263
9 F 2.56079 -5.62070 3.48994  -0.2752
10 F 3.90901 -4.13307 2.70205  -0.2571
11 F 2.45284 -5.10431 1.42180  -0.2534
12 C -1.60302 -2.46569 2.67891  1.9003
13 C -2.73991 -2.20605 3.69598  -3.0071
14 C -2.72008 -1.09535 4.71751  -0.6145
15 O -3.45202 -1.14746 5.64280  -0.5614
16 C -2.18512 -3.67284 1.89921  -2.9204
17 O -2.26577 -4.75720 2.82998  -0.2246
18 C -2.80854 -5.89873 2.29822  0.7318
19 C -4.29211 -5.89813 2.20223  -1.0851
20 O -2.11315 -6.77466 1.98786  -0.5070
21 C -1.44345 -1.18419 1.66852  1.0668
22 C -2.68418 -0.24548 1.84485  -2.2255
23 C -2.84361 0.94898 0.91373  -0.2838
24 C -1.84739 1.94647 0.76744  -0.0455
25 C -2.03952 3.04409 -0.09263  -1.2235
26 C -3.24729 3.21018 -0.81369  1.2941
27 C -3.46124 4.38934 -1.72301  -1.4437
28 C -4.26098 2.23568 -0.64144  -1.1220
29 C -4.06435 1.12608 0.21285  -0.6686
30 O -0.40132 -0.30891 1.93616  -0.0528
31 C 1.03391 -0.36289 1.76877  0.8865
32 C 1.52664 0.79754 2.64281  -1.4037
33 N 2.88203 0.60614 3.13234  -0.3977
34 P 1.65903 -0.02185 0.01195  0.7723
35 C 2.54101 -1.52438 -0.50156  -1.4512
36 C 3.06774 1.16019 0.15155  -0.3626
37 C 3.70213 1.26548 -1.24276  -1.3686
38 S -1.37751 -1.61642 -0.19433  0.6856
39 O -1.20400 -0.43260 -0.97208  -0.4152
40 O -0.47838 -2.72315 -0.41447  -0.7167
41 C -3.03470 -2.27131 -0.83255  0.2522
42 F -2.97815 -3.61956 -0.89175  -0.2464
43 F -4.09484 -1.93592 -0.07618  -0.2071
44 C -3.28500 -1.76106 -2.28053  0.6400
45 F -4.39620 -2.37518 -2.70929  -0.2494
46 F -3.49712 -0.46473 -2.30151  -0.1971
47 F -2.29012 -2.08281 -3.08031  -0.2079
48 H 2.27006 -5.07805 5.99881  0.4051
49 H 2.52138 -3.53159 5.23704  0.2951
50 H 1.91219 -3.64703 6.91605  0.5331
51 H -0.16574 -4.46637 6.28789  0.5948
52 H 0.37536 -5.04672 4.75371  0.0514
53 H -1.27955 -3.00351 5.23685  0.9153
54 H 0.24380 -4.90977 2.81160  1.1297
55 H 0.31476 -3.70922 1.53636  0.5288
56 H -2.84287 -3.10871 4.29267  1.0625
57 H -3.68737 -2.12866 3.17175  1.1008
58 H -2.05409 -0.24075 4.59677  0.3658
59 H -3.18018 -3.43269 1.52646  1.2942
60 H -1.58293 -3.97914 1.05721  0.9600
61 H -4.73362 -5.43369 3.08094  0.3119
62 H -4.65003 -6.91754 2.11432  0.3908
63 H -4.60077 -5.31082 1.33836  0.2273
64 H -2.51732 0.18710 2.82729  0.6304
65 H -3.61347 -0.79592 1.83185  0.4746
66 H -0.91609 1.86616 1.30403  0.5020
67 H -1.23274 3.76152 -0.18075  0.4926
68 H -2.72672 5.16608 -1.52433  0.3854
69 H -4.44411 4.82362 -1.54114  0.4255
70 H -3.43000 4.10239 -2.77251  0.2162
71 H -5.19438 2.34471 -1.18082  0.6269
72 H -4.85948 0.40205 0.33067  0.4291
73 H 1.50615 -1.24131 2.19301  -0.4742
74 H 0.84072 0.82585 3.48969  0.5645
75 H 1.40825 1.75369 2.12896  0.3068
76 H 2.91443 0.54945 4.13632  0.2947
77 H 3.35563 -0.18428 2.72329  0.2685
78 H 3.39515 -1.76093 0.13222  0.3406
79 H 1.86548 -2.36920 -0.49144  0.3969
80 H 2.89964 -1.37676 -1.51686  0.4811
81 H 3.81956 0.83413 0.86449  0.4604
82 H 2.67184 2.12935 0.43604  0.3275
83 H 2.96211 1.06634 -2.02300  0.5382
84 H 4.09022 2.26496 -1.42107  0.2068
85 H 4.49516 0.53461 -1.37632  0.2458
86 C -5.40485 1.46648 -4.23826  -0.1033
87 O -6.75175 1.79312 -3.94859  -0.3094
88 C -7.55773 1.97106 -5.10033  -0.5948
89 C -8.39798 0.74807 -5.38875  -0.4971
90 O -7.60095 -0.36934 -5.74232  -0.4028
91 C -7.40331 -1.28996 -4.68603  -0.6759
92 H -4.94786 1.13187 -3.31151  -0.3650
93 H -5.33385 0.66654 -4.97944  0.4069
94 H -4.86027 2.34486 -4.60392  0.3186
95 H -6.93876 2.21207 -5.97038  0.3444
96 H -8.22115 2.82059 -4.91081  0.3968
97 H -9.05683 0.96248 -6.23588  0.3918
98 H -9.02447 0.51464 -4.52192  0.3094
99 H -8.31438 -1.86872 -4.49715  0.3791
100 H -7.10004 -0.78725 -3.76425  0.2753
101 H -6.61239 -1.97199 -4.99329  0.2182
102 C 0.76175 6.19314 -1.82322  -0.9148
103 O 0.95334 4.79206 -1.78370  -0.2070
104 C 0.88290 4.16675 -3.05557  -0.4108
105 C 2.25334 3.85338 -3.60792  0.0193
106 O 2.99864 5.02617 -3.89151  -0.4339
107 C 3.95710 5.34166 -2.90040  -0.6652
108 H 1.05096 6.58886 -0.85103  0.2573
109 H 1.37557 6.66226 -2.59587  0.4125
110 H -0.29113 6.43949 -2.00403  0.2711
111 H 0.32377 4.79202 -3.75907  0.4193
112 H 0.33587 3.22700 -2.92775  0.2755
113 H 2.13627 3.30289 -4.54630  0.4160
114 H 2.79818 3.21391 -2.90595  -0.2609
115 H 4.81232 4.65772 -2.95220  0.2648
116 H 3.52753 5.30135 -1.89615  0.2927
117 H 4.30711 6.35366 -3.09657  0.2885
118 C 7.52369 2.93966 0.18971  -0.8225
119 O 7.28115 1.78287 -0.58872  -0.2312
120 C 7.87736 1.82582 -1.87392  -0.3939
121 C 9.15078 1.01440 -1.93606  -0.6886
122 O 10.17014 1.56112 -1.11746  -0.3751
123 C 10.32723 0.89418 0.12061  -0.6754
124 H 7.22158 2.71324 1.21070  0.2580
125 H 8.58070 3.21606 0.18269  0.3887
126 H 6.92846 3.78582 -0.17267  0.2661
127 H 8.07675 2.86031 -2.17124  0.3652
128 H 7.15741 1.40372 -2.58287  0.3422
129 H 9.52050 1.01770 -2.96609  0.3920
130 H 8.94523 -0.02273 -1.65248  0.3358
131 H 10.81508 -0.07695 -0.01800  0.3229
132 H 9.36829 0.74482 0.62260  0.2767
133 H 10.96236 1.51816 0.74678  0.2406

The LUMO energy is 0.010 Eh. Its spin multiplicity is 1. As for the HOMO energy: -8.03 eV. The total energy is -4450.392383 a.u. The SMILES is CC[C@@H](I)N(COC(F)(F)F)[C@](CC=O)(COC(C)=O)[C@@](Cc1ccc(C)cc1)(O[C@H](CN)P(C)CC)S(=O)(=O)C(F)(F)C(F)(F)F.COCCOC.COCCOC.COCCOC. The net charge is 0.

***

Entry 3:
DFT (ωB97M-V/def2-TZVPD) results for C14H21N as an isolated structure at a distorted geometry.

Each line ends with the Mulliken charge.
Element x y z (Å)
1 C -4.73156 -1.61855 0.58121  -0.7525
2 C -3.51288 -0.93099 -0.11308  -0.4519
3 C -3.07813 0.54724 0.27000  -0.5823
4 C -1.86889 0.97646 -0.39183  -0.6416
5 C -0.57433 0.19052 0.04310  -0.2228
6 C 0.52881 0.61046 -0.92627  0.0456
7 C 1.62585 2.57647 0.08928  -0.4906
8 C 2.76817 1.59734 0.64596  -0.8450
9 C 2.79368 0.07719 0.26807  0.8126
10 C 3.73809 -0.66841 0.92142  -0.4279
11 C 3.98672 -2.00087 0.32121  -0.5891
12 C 3.07857 -2.40794 -0.54524  -0.4819
13 C 1.91865 -1.65428 -0.96041  -0.1777
14 C 1.75572 -0.37383 -0.56987  -0.5148
15 H -4.79701 -2.85093 0.74862  0.2719
16 H -4.51426 -0.82877 1.50299  0.2303
17 H -5.72124 -1.25891 -0.16245  0.1747
18 H -2.61384 -1.50808 0.16726  0.2466
19 H -3.54220 -0.99029 -1.26852  0.3536
20 H -2.92335 0.20163 1.51711  0.2329
21 H -3.86106 1.28102 0.05000  0.2070
22 H -1.98118 2.12986 -0.23324  0.2280
23 H -2.18620 0.93466 -1.34315  0.3987
24 H -0.47820 0.22115 1.23500  0.2014
25 H -0.92151 -0.80751 -0.18255  0.2469
26 H 0.17475 0.40634 -1.98973  0.3905
27 H 0.11192 2.76500 -0.86144  0.3542
28 H 0.95604 2.96303 1.17064  0.2276
29 H 2.43837 3.62975 -0.40950  0.2118
30 H 3.18587 1.59859 1.73752  0.2589
31 H 3.82765 1.83740 0.14462  0.2498
32 H 4.35349 -0.51608 1.88438  0.2328
33 H 4.76950 -2.67680 0.58282  0.4113
34 H 3.21465 -3.30386 -1.34324  0.1683
35 H 1.13365 -2.09329 -1.63688  0.3208
36 N 0.94568 1.94525 -0.94381  -0.2982

For the energy above the lowest of the compared OMol25 structures with the same formula, charge and spin, the calculation gives 8.660 eV. The LUMO energy is 0.028 Eh. Its spin multiplicity is 1. As for the HOMO energy: -8.53 eV. The total energy is -600.492415 a.u. The net charge is 0.

***

Going through the records in order, we get gap between HOMO and LUMO values of 6.203; 8.314; 9.297 eV.